ORCA calculation (ωB97M-V/def2-TZVPD) on a molecular structure, C5H12O2 at a distorted geometry.

Geometry (Å):
O 2.12 0.87 -0.81
C -1.75 -1.44 0.07
H 0.25 0.85 -0.15
C -1.25 -0.33 0.61
H -1.89 -2.31 0.68
H 1.36 -0.78 2.05
H -1.11 -0.19 1.67
H 2.94 -0.74 1.29
C -1.74 1.09 -1.36
H 1.15 -0.93 -0.45
H 2.23 0.76 1.88
H -1.88 -1.58 -1.00
C 2.00 -0.19 1.40
H -1.14 0.51 -2.07
H -1.73 2.15 -1.61
H 3.02 0.53 -0.84
H -2.77 0.73 -1.36
C 1.34 0.03 0.05
O -1.15 0.97 -0.06

Values from the calculation:
- energy relative to the best compared isomer or geometry (same formula, charge and spin) (eV) = 4.4559
- HOMO (eV) = -8.4
- gap between HOMO and LUMO (eV) = 9.330
- LUMO energy (eV) = 0.94
- E_tot (hartree) = -348.04107

Löwdin population analysis, charges in e, atoms 1 to 5: -0.133 0.038 0.158 -0.174 0.062